Record 1
2 unconnected molecules or ions with the total composition C3H9S. Source: the Open Molecules 2025 dataset; level of theory: ωB97M-V/def2-TZVPD.

Each line ends with the natural charge from an NBO analysis.
Geometry (Å):
C1 -1.34221 -2.05708 -0.03973  -0.60
C2 -0.37997 -2.07438 -1.26046  -0.62
H1 -0.83972 -1.83744 0.94654  0.23
H2 -2.10696 -1.21466 -0.35744  0.20
H3 -1.99455 -2.92637 -0.04903  0.17
H4 -0.99115 -2.34862 -2.07002  0.17
H5 0.31614 -2.89326 -1.29768  0.17
H6 0.08237 -1.09615 -1.34952  0.26
C3 0.22744 2.24494 1.25832  -0.75
S1 0.86290 0.99728 -0.00203  -0.76
H7 0.05983 1.90558 2.29628  0.18
H8 -0.49566 2.86472 0.70414  0.19
H9 1.13168 2.90878 1.46035  0.17

Atomic forces in eV per Å
C -0.721 1.975 -0.988
C -0.433 -0.226 1.491
H -0.755 -0.181 -1.162
H 1.567 -1.187 1.268
H 0.259 -0.508 0.448
H -0.981 0.309 -1.597
H 0.864 -0.216 0.687
H 0.144 -0.082 -0.196
C 2.661 0.743 -0.667
S -0.379 0.226 0.804
H -0.970 -0.259 -0.708
H -0.239 -0.281 1.039
H -1.018 -0.313 -0.417

Summary:
- ΔE to the lowest compared entry with this formula, charge and spin: 28.0 kcal per mole
- Gap between HOMO and LUMO: 0.23262 hartree
- LUMO energy: 4.26 eV
- Net charge: -1
- HOMO: -0.0759 Eh

Record 2
A single C3HBrN2 molecule. Source: the Open Molecules 2025 dataset; level of theory: ωB97M-V/def2-TZVPD.

Each line ends with the natural charge from an NBO analysis.
Geometry (Å):
C1 -0.50189 -0.65181 1.94371  0.17
C2 1.19213 -1.38691 -1.11604  0.16
C3 -1.24178 -0.08734 0.95440  -0.39
N1 0.17401 -1.02924 2.79853  -0.18
N2 0.13219 -1.75377 -1.38172  -0.70
Br1 -1.77336 -0.94293 -0.48219  0.69
H1 -1.34660 0.93838 1.19735  0.26

Atomic forces in eV per Å
C 0.759 -1.365 0.943
C 3.047 0.948 0.690
C -0.557 0.540 0.340
N 0.210 -0.187 0.306
N -2.799 -0.919 -1.070
Br -0.190 -0.212 -0.137
H -0.470 1.195 -1.071

Summary:
- ΔE to the lowest compared entry with this formula, charge and spin: 112.5 kcal per mole
- Gap between HOMO and LUMO (spin up / spin down): 0.28159 / 0.24890 hartree
- LUMO energy (spin up / spin down): -2.80 / -3.22 eV
- Net charge: 0
- HOMO (spin up / spin down): -0.3843 / -0.3674 Eh

Record 3
A single C3HCl2F molecule. Source: the Open Molecules 2025 dataset; level of theory: ωB97M-V/def2-TZVPD.

Each line ends with the natural charge from an NBO analysis.
Geometry (Å):
C1 -1.50962 -0.91770 -0.25785  -0.16
C2 -0.52915 -0.30056 -0.01635  -0.09
C3 0.76622 0.43148 0.19172  0.24
F1 0.90591 0.57790 1.56099  -0.33
Cl1 0.27870 2.01970 -0.37944  0.04
Cl2 2.30862 -0.23054 -0.41053  0.05
H1 -2.22068 -1.58027 -0.68854  0.24

Atomic forces in eV per Å
C -0.679 -0.971 -0.818
C 2.991 -0.031 0.137
C -2.070 -0.094 1.512
F 0.431 -0.285 -0.504
Cl 0.923 0.912 -0.648
Cl -1.174 0.335 -0.032
H -0.422 0.134 0.353

Summary:
- ΔE to the lowest compared entry with this formula, charge and spin: 11.1 kcal per mole
- Structure (SMILES): C#CC(F)(Cl)Cl
- Gap between HOMO and LUMO: 0.41469 hartree
- LUMO energy: 0.48 eV
- Net charge: 0
- HOMO: -0.3971 Eh

Record 4
A single C3HCl2FO molecule. Source: the Open Molecules 2025 dataset; level of theory: ωB97M-V/def2-TZVPD.

Each line ends with the natural charge from an NBO analysis.
Geometry (Å):
O1 0.56804 0.64014 -1.84282  -0.49
C1 0.19519 -0.37281 -1.27194  0.39
C2 -0.21528 -0.37268 0.16648  -0.27
Cl1 -0.79621 -1.92153 0.74794  0.02
C3 -0.04509 0.62562 1.02763  0.40
F1 -0.44083 0.57559 2.29812  -0.29
Cl2 0.55105 2.19023 0.64760  0.08
H1 0.18312 -1.36455 -1.77301  0.15

Atomic forces in eV per Å
O -0.543 -1.498 0.490
C 0.680 1.546 -0.316
C 0.142 -1.131 -0.157
Cl 0.070 0.550 -0.108
C -0.360 1.237 0.320
F 0.262 -0.414 -0.535
Cl -0.101 -0.569 0.084
H -0.151 0.280 0.223

Summary:
- ΔE to the lowest compared entry with this formula, charge and spin: 0.0 kcal per mole
- Structure (SMILES): O=C/C(Cl)=C(/F)Cl
- Gap between HOMO and LUMO: 0.35535 hartree
- LUMO energy: -0.41 eV
- Net charge: 0
- HOMO: -0.3705 Eh